# 1
C6H4ClN in the gas phase in a non-equilibrium geometry. Source: the Open Molecules 2025 dataset; level of theory: the ωB97M-V functional and the def2-TZVPD basis.

```
12
Properties=species:S:1:pos:R:3
C 0.34607 -0.58294 -0.32254
C -0.57118 -1.55587 -0.52120
C 0.12077 0.70264 0.30338
C -1.02093 1.21536 0.72976
C -1.83315 -1.31365 0.05908
C -2.61018 -0.14380 0.35934
N -2.58131 -1.38858 1.09977
Cl -3.96730 0.54218 -0.42776
H 1.37082 -0.77192 -0.61952
H -0.32735 -2.48770 -1.00461
H 1.02278 1.31053 0.39935
H -1.30039 2.17445 1.10680
```

Results
total energy	-20293.8210	eV
HOMO energy	-8.90	eV

# 2
C2H6N4O6S3 in the gas phase in a non-equilibrium geometry. Source: the Open Molecules 2025 dataset; level of theory: the ωB97M-V functional and the def2-TZVPD basis.

```
21
Properties=species:S:1:pos:R:3
C -1.23521 -0.90357 1.85000
C 1.25309 1.08695 -1.66194
N -0.09562 -0.70130 1.06841
N -0.03279 0.73398 -1.06770
N 0.90686 -0.20402 1.57518
N -0.38455 -0.40709 -0.84065
O 2.12638 -1.38594 -0.43644
O 3.05359 0.75340 0.65581
O -1.11783 -3.63917 1.76053
O -2.59529 -3.08046 -0.09761
O 0.09755 -2.82181 -0.50091
O 1.14093 -1.87409 -2.55083
S 2.54097 -0.56181 0.95991
S -1.47529 -3.91481 0.40656
S 0.68778 -1.70400 -1.22506
H -1.42393 -0.32666 2.67989
H -1.14438 -1.99078 2.10516
H -2.06171 -0.85782 1.31348
H 1.87644 1.30134 -0.86809
H 1.07464 1.90660 -2.28220
H 1.58943 0.46818 -2.41578
```

Results
total energy	-52914.0711	eV
HOMO energy	-9.49	eV

# 3
2 unconnected molecules or ions with the total composition ClFN2O3 in a non-equilibrium geometry. Source: the Open Molecules 2025 dataset; level of theory: the ωB97M-V functional and the def2-TZVPD basis.

```
7
Properties=species:S:1:pos:R:3
N -0.24884 0.99270 -0.31794
N 0.56106 -0.44619 -0.43433
O 0.45634 1.91718 -0.49096
O -1.40227 0.85245 -0.28290
O 1.07004 -1.00882 0.47520
F -0.77051 -1.51893 -1.22864
Cl 0.33418 -0.78838 2.27956
```

Results
total energy	-24350.9871	eV
multiplicity	3
HOMO energy (spin up / spin down)	-10.08 / -11.55	eV

# 4
A molecular structure, C33H62NO3PS2Si4TeTi in a non-equilibrium geometry. Source: the Open Molecules 2025 dataset; level of theory: the ωB97M-V functional and the def2-TZVPD basis.

```
108
Properties=species:S:1:pos:R:3
Ti 1.79409 -1.70049 -1.20718
C 3.61010 -0.44673 5.12966
C 2.81716 0.02629 3.92711
O 3.77925 0.09742 2.87767
P 3.95893 -0.78440 1.54557
S 3.06405 -0.15438 -2.56238
S 1.89469 -1.26289 1.16759
O 4.59018 -2.11664 2.21617
C 4.46324 -3.36197 1.50660
C 5.82360 -3.92688 1.28996
H 3.17243 -0.03716 6.08905
H 4.72895 -0.11805 5.09053
H 3.66236 -1.54296 5.23237
H 2.25065 0.97874 4.02457
H 2.04970 -0.74179 3.64531
H 3.83217 -3.23997 0.61821
H 3.95233 -4.04536 2.19307
H 6.45063 -3.29092 0.62543
H 5.71585 -4.96721 0.91047
H 6.35819 -3.97157 2.24024
C -0.11182 -5.07599 -2.46892
C -0.54158 -3.66976 -1.87834
O -1.74110 -3.36271 -1.64367
N 0.52195 -2.80342 -1.61081
Te -3.46912 -1.18688 -0.29843
C -4.92592 -0.01110 0.78341
C -5.73395 -0.56993 1.75616
C -5.83090 -2.08779 1.93612
C -6.56480 0.23052 2.54964
C -6.66478 1.58703 2.37177
C -7.73768 2.35198 3.10610
C -5.79842 2.13145 1.43452
C -4.92950 1.36643 0.64034
C -4.07898 2.11076 -0.32985
C -2.60358 -2.12110 1.36960
C -1.90488 -1.37723 2.35024
C -1.77792 0.11560 2.12845
C -1.49655 -2.01927 3.51092
C -1.84227 -3.31693 3.78538
C -1.66888 -3.94397 5.14459
C -2.40097 -4.05070 2.74723
C -2.70750 -3.51777 1.51207
C -3.15988 -4.49958 0.46845
H -0.81711 -5.76178 -2.90850
H 0.23664 -5.66531 -1.62865
H 0.73279 -5.01948 -3.12088
H -5.85046 -2.56553 0.93093
H -6.69460 -2.43751 2.47298
H -4.95680 -2.49680 2.40006
H -7.23462 -0.31750 3.20446
H -8.14535 3.19997 2.56174
H -7.29287 2.85940 3.96728
H -8.47315 1.65453 3.42425
H -5.75602 3.20135 1.30303
H -4.30751 3.19606 -0.33038
H -4.32458 1.81115 -1.34424
H -3.04360 1.87128 -0.16519
H -1.49718 0.35891 1.08469
H -1.14758 0.60984 2.86988
H -2.77481 0.59890 2.13149
H -0.89189 -1.34751 4.09757
H -1.72032 -5.00501 5.01097
H -2.45494 -3.61693 5.85230
H -0.65924 -3.74726 5.50196
H -2.53576 -5.11179 2.89792
H -3.90880 -5.23948 0.87796
H -2.33176 -5.14624 0.13772
H -3.70269 -4.02153 -0.38077
C 5.60054 2.70076 -2.15332
Si 4.24043 2.86234 -3.43858
C 4.08110 4.74213 -3.77692
C 4.92661 2.01514 -5.00235
Si 2.29158 1.79801 -2.71607
Si 0.63593 1.68934 -4.41207
C 0.53469 3.16393 -5.61825
C 1.03177 0.25717 -5.58437
C -1.02423 1.43073 -3.52190
Si 1.69435 2.92216 -0.81827
C 1.57323 4.82335 -0.98430
C 0.14089 2.25776 -0.05704
C 3.16109 2.65546 0.36512
H 6.63764 2.95017 -2.45517
H 5.56961 1.65477 -1.78651
H 5.24071 3.32433 -1.33910
H 4.92919 5.41916 -3.71321
H 3.37844 5.14409 -3.02267
H 3.65773 4.86959 -4.76822
H 5.46403 2.62275 -5.73314
H 4.09986 1.46960 -5.46204
H 5.55230 1.15231 -4.73417
H 1.51840 3.32736 -6.05175
H 0.18604 4.09845 -5.21899
H -0.07663 2.96532 -6.46676
H 0.20763 0.27714 -6.27907
H 1.06620 -0.64049 -4.94396
H 1.95939 0.42276 -6.07038
H -1.42226 2.38373 -3.12550
H -0.92566 0.75810 -2.63099
H -1.76970 1.14225 -4.25245
H 1.36674 5.18799 -0.02279
H 0.86083 5.17238 -1.73905
H 2.48364 5.30870 -1.29652
H -0.71992 2.15641 -0.77885
H -0.17446 2.78035 0.84331
H 0.45290 1.21609 0.22728
H 3.58179 1.68198 0.27776
H 2.79935 2.95473 1.36893
H 3.94082 3.34728 0.11873
```

Results
total charge	-1
total energy	-135744.2479	eV
multiplicity	2
HOMO energy (spin up / spin down)	-5.00 / -5.15	eV

# 5
A molecular structure, C43H30Cl3NO3P2RuS2 in a non-equilibrium geometry. Source: the Open Molecules 2025 dataset; level of theory: the ωB97M-V functional and the def2-TZVPD basis.

```
85
Properties=species:S:1:pos:R:3
Ru 1.76649 0.55360 -0.21958
S 1.07274 -2.13062 -2.09767
P 0.06044 -1.99582 -0.40541
C 0.60473 -0.88170 0.79495
P 1.89847 -1.26397 1.85076
S 3.63753 -0.75138 1.00436
C 1.62655 -0.29972 3.37892
C 2.70596 0.09961 4.15890
C 2.50003 0.81243 5.33067
C 1.20923 1.13123 5.73322
C 0.12793 0.74415 4.95275
C 0.33631 0.03506 3.77424
C 2.07178 -2.97596 2.52299
C 1.47646 -3.35638 3.72479
C 1.68849 -4.62452 4.25116
C 2.49338 -5.53268 3.57466
C 3.07822 -5.16771 2.36816
C 2.87046 -3.89636 1.84778
C -1.70848 -1.54220 -0.69577
C -2.20686 -0.31337 -0.27142
C -3.54964 0.00410 -0.46065
C -4.40464 -0.89799 -1.07757
C -3.91157 -2.12338 -1.51378
C -2.57472 -2.43896 -1.32083
C -0.16873 -3.66345 0.34976
C -0.95654 -3.79893 1.49516
C -1.16541 -5.04477 2.06799
C -0.58711 -6.17570 1.49703
C 0.19516 -6.04961 0.35814
C 0.40663 -4.79474 -0.21059
H 3.71141 -0.10698 3.81325
H 3.34949 1.16648 5.90148
H 1.05056 1.72773 6.62429
H -0.87786 1.03391 5.23548
H -0.49273 -0.22419 3.12513
H 0.85927 -2.64966 4.26346
H 1.22695 -4.90029 5.19184
H 2.65975 -6.52247 3.98422
H 3.69943 -5.87369 1.82962
H 3.33633 -3.59845 0.91535
H -1.53443 0.38500 0.22043
H -3.92399 0.96438 -0.12377
H -5.45050 -0.64986 -1.22073
H -4.56974 -2.83199 -2.00296
H -2.19450 -3.39295 -1.66909
H -1.40396 -2.91462 1.93709
H -1.76944 -5.13578 2.96322
H -0.74314 -7.15013 1.94570
H 0.65319 -6.92652 -0.08466
H 1.01525 -4.67191 -1.09950
C 0.40656 1.43997 -1.35854
C -0.17257 2.14465 -2.18651
C -0.73956 2.99122 -3.12848
C -0.00760 4.22787 -3.46119
C 1.38252 4.27688 -3.29063
C 2.09533 5.43199 -3.56782
C 1.44339 6.57742 -4.01181
C 0.06169 6.55442 -4.15714
C -0.65436 5.39761 -3.88239
C -2.00742 2.62042 -3.75518
C -2.43730 3.13537 -4.98916
C -3.62924 2.71873 -5.56485
C -4.42734 1.76924 -4.93779
C -4.00342 1.23035 -3.72614
C -2.81745 1.64588 -3.14881
H 1.89530 3.39794 -2.91751
H 3.16919 5.43330 -3.42393
H 2.00285 7.48019 -4.22602
H -0.46780 7.44776 -4.46814
H -1.73439 5.41345 -3.95297
H -1.81210 3.83918 -5.52125
H -3.92639 3.12925 -6.52334
H -5.35503 1.44308 -5.39220
H -4.59368 0.46871 -3.22939
H -2.48354 1.21263 -2.21366
O 5.06919 0.87983 -2.90009
C 4.13726 1.05367 -2.17576
N 3.21166 1.26921 -1.46602
Cl -0.16398 4.31611 3.60191
C 0.51225 3.61606 2.09600
Cl -0.62593 2.39546 1.47837
Cl 0.68517 4.91582 0.87272
C 1.95234 3.02955 2.31448
O 2.60323 3.53941 3.22218
O 2.23652 2.16909 1.47802
```

Results
total charge	-2
total energy	-133109.6321	eV
multiplicity	5
HOMO energy (spin up / spin down)	-1.70 / -2.67	eV

# 6
A molecular structure, C36H43AsCl3MnN5O3P2S. Source: the Open Molecules 2025 dataset; level of theory: the ωB97M-V functional and the def2-TZVPD basis.

```
95
Properties=species:S:1:pos:R:3
Mn 0.07065 0.18603 -0.03090
C 4.41648 -3.05178 -0.18863
N 3.10413 -2.65730 0.31574
C 2.21874 -3.79155 0.60589
P 2.79678 -1.25280 1.07810
O 1.33879 -0.91817 1.06023
O 3.63837 -0.14065 0.25265
P 3.15002 0.92045 -0.87969
O 1.65607 0.94812 -0.96774
N 3.71106 2.38603 -0.47937
C 5.14505 2.66736 -0.43209
C 2.87956 3.41804 0.14264
N 3.80838 0.31240 -2.24258
C 3.28987 0.85909 -3.50506
C 5.18359 -0.17057 -2.34794
N 3.33091 -1.23363 2.61322
C 2.97018 -0.09552 3.46505
C 4.58772 -1.87903 2.99252
H 4.88793 -3.78262 0.47282
H 5.07044 -2.18923 -0.27851
H 4.30093 -3.50990 -1.17202
H 2.66477 -4.45909 1.34754
H 2.05632 -4.35614 -0.31422
H 1.25771 -3.43985 0.97841
H 5.71636 1.88410 -0.92561
H 5.48817 2.74618 0.60182
H 5.34641 3.60995 -0.94138
H 1.82801 3.21083 -0.03129
H 3.12297 4.37724 -0.31447
H 3.06870 3.48133 1.21680
H 2.24895 1.15344 -3.38939
H 3.35008 0.08222 -4.26769
H 3.87436 1.72147 -3.83541
H 5.60533 -0.36916 -1.36555
H 5.81491 0.56486 -2.85280
H 5.20167 -1.09319 -2.93057
H 2.00782 0.31212 3.15921
H 3.72700 0.69252 3.41216
H 2.89900 -0.44020 4.49640
H 4.73846 -2.79141 2.42019
H 4.53269 -2.14916 4.04632
H 5.44518 -1.21609 2.84869
S -0.04991 1.82328 1.54307
C -1.40229 1.53610 2.63970
C -1.61976 2.45468 3.66711
C -2.63355 2.23313 4.58253
C -3.44362 1.10503 4.49881
C -3.24270 0.19427 3.47694
C -2.23057 0.42188 2.54782
As -1.88952 -0.76503 1.10033
C -3.43656 -0.88564 -0.02333
C -3.43756 -1.74788 -1.11751
C -4.52877 -1.77190 -1.96945
C -5.61107 -0.93200 -1.73660
C -5.60391 -0.07007 -0.65165
C -4.51509 -0.04042 0.20903
C -1.52322 -2.49370 1.86216
C -2.18915 -3.64125 1.44117
C -1.91486 -4.85453 2.05859
C -0.99101 -4.91806 3.09119
C -0.33777 -3.76791 3.51815
C -0.59822 -2.55483 2.90386
H -0.99458 3.33395 3.74960
H -2.79312 2.95009 5.37659
H -4.22643 0.94123 5.22592
H -3.86710 -0.68836 3.39973
H -2.59211 -2.39791 -1.31144
H -4.53676 -2.44358 -2.81762
H -6.46059 -0.94956 -2.40583
H -6.44436 0.58695 -0.47399
H -4.50743 0.65117 1.04203
H -2.93396 -3.59526 0.65805
H -2.43916 -5.74651 1.74342
H -0.79118 -5.86342 3.57767
H 0.36656 -3.81697 4.33797
H -0.09382 -1.65636 3.24063
C -1.24713 1.04220 -1.07506
C -2.08681 1.60112 -1.75300
C -3.10000 2.20488 -2.55299
C -3.69339 3.40331 -2.14496
C -4.68773 3.97659 -2.91772
C -5.09540 3.36392 -4.09554
C -4.50908 2.17228 -4.50457
C -3.51426 1.59092 -3.73956
H -3.36908 3.87334 -1.22596
H -5.14572 4.90459 -2.60332
H -5.87110 3.81724 -4.69790
H -4.82900 1.69912 -5.42309
H -3.05312 0.66158 -4.04734
Cl 2.30232 -3.12107 -3.51821
C 0.55454 -3.13311 -3.22894
Cl 0.01358 -4.72267 -2.67574
Cl -0.32790 -2.61783 -4.66422
C 0.28145 -2.17191 -2.16024
N 0.05276 -1.41614 -1.33624
```

Results
total charge	+2
total energy	-210751.9354	eV
multiplicity	4
HOMO energy (spin up / spin down)	-12.65 / -12.80	eV